[1]
Below is C30H29F6N5O7PbS3 as an isolated structure, with properties calculated with ωB97M-V/def2-TZVPD.

Results
E (eV): -107425.855
HOMO (eV): -2.22
HOMO-LUMO gap (eV): 6.620
ΔE to the lowest compared entry with this formula, charge and spin (kcal per mole): 2.86
Net charge: -2
LUMO level (eV): 4.40

Cartesian coordinates (Å):
Pb 0.94389 0.22932 0.04411
O 2.37598 -1.89215 0.27969
C 3.58011 -2.10257 0.59774
C 4.22869 -3.31753 0.17123
C 5.49303 -3.65890 0.56044
C 6.24876 -2.81770 1.40608
C 5.68345 -1.62989 1.79805
C 4.39127 -1.22247 1.40756
C 4.00781 0.10168 1.84696
N 2.97485 0.79911 1.56528
C 2.92182 2.15800 2.08977
C 1.48412 2.55228 2.41549
N 0.72161 2.52661 1.18550
C -0.02230 3.51037 0.86868
C -0.75098 3.68526 -0.37001
C -1.75951 4.65984 -0.39181
C -2.50005 4.93658 -1.51890
C -2.20041 4.22167 -2.69617
C -1.20703 3.27758 -2.72366
C -0.42880 2.94474 -1.56120
O 0.49873 2.08731 -1.63566
H 3.64923 -3.95830 -0.48367
H 5.92751 -4.59050 0.21133
H 7.25007 -3.09002 1.71677
H 6.25462 -0.95482 2.43123
H 4.76090 0.56673 2.50114
H 3.28565 2.84098 1.31437
H 3.56047 2.27481 2.97577
H 1.46054 3.53754 2.90015
H 1.06559 1.81358 3.10556
H -0.13226 4.33295 1.59274
H -1.96434 5.19983 0.52998
H -3.28910 5.67816 -1.50194
H -2.77059 4.42116 -3.59920
H -0.97633 2.72649 -3.62887
C -3.43674 -3.95017 1.23589
C -3.32375 -3.21516 2.56915
N -2.03511 -2.57058 2.79451
C -1.01283 -3.32112 3.51519
C -0.03209 -4.05713 2.60540
C -1.77112 -1.35300 2.22500
S -0.26366 -0.60945 2.58793
N -2.78844 -0.85940 1.52505
C -2.69663 0.16169 0.64763
O -1.69948 0.65355 0.11913
C -4.03970 0.72205 0.22340
C -5.22745 0.36871 0.85595
C -6.43275 0.92000 0.44296
C -6.45825 1.82600 -0.61120
C -5.27293 2.18448 -1.24186
C -4.06855 1.63741 -0.82411
H -4.41695 -4.42744 1.14950
H -2.66896 -4.71989 1.14153
H -3.31883 -3.23862 0.41977
H -3.48495 -3.91138 3.39566
H -4.09500 -2.44826 2.61271
H -1.53462 -4.02690 4.16510
H -0.45699 -2.62674 4.14193
H -0.53976 -4.80273 1.99029
H 0.72695 -4.56500 3.20623
H 0.47544 -3.34663 1.95060
H -5.18676 -0.34371 1.66976
H -7.35520 0.64464 0.94166
H -7.40003 2.25050 -0.94116
H -5.28236 2.89862 -2.05721
H -3.13189 1.91660 -1.29107
F 4.27634 3.01766 -3.19556
C 3.16455 2.53433 -3.77172
F 2.15846 3.30978 -3.43424
F 3.31934 2.61924 -5.10011
S 3.06359 0.74241 -3.30049
O 3.08107 0.65432 -1.86146
O 4.22410 0.22929 -3.98227
N 1.73091 0.36811 -4.05859
S 0.73552 -0.81270 -3.79767
O -0.24597 -0.81075 -4.84598
O 0.27284 -1.03347 -2.44941
C 1.73718 -2.32133 -4.12762
F 2.22259 -2.30957 -5.37144
F 0.96767 -3.40641 -3.99603
F 2.75419 -2.41962 -3.27724

***

[2]
Below is C29H23FGdN9O5SSe2 as an isolated structure at a distorted geometry, with properties calculated with ωB97M-V/def2-TZVPD.

Results
E (eV): -219173.798
HOMO (spin up / spin down) (eV): -6.49 / -6.43
HOMO-LUMO gap (spin up / spin down) (eV): 6.541 / 4.670
⟨S²⟩: 16.043
2S+1: 8
ΔE to the lowest compared entry with this formula, charge and spin (kcal per mole): 22.59
LUMO level (spin up / spin down) (eV): 0.05 / -1.76

Cartesian coordinates (Å):
Gd -0.39077 0.52345 -0.98340
O 1.84735 -1.92066 2.75756
C 0.65597 -1.72473 2.08478
O 0.43865 -0.30970 1.79110
C 0.76689 -2.45968 0.76100
C 1.36950 -3.70875 0.74040
C 1.40580 -4.40341 -0.45812
C 0.84016 -3.81884 -1.57659
C 0.29803 -2.54293 -1.46572
N 0.25323 -1.87102 -0.31509
C -0.34087 -1.85653 -2.68885
O -1.01316 -2.56447 -3.42301
O -0.09945 -0.62426 -2.78151
H 1.77275 -1.63719 3.67827
H 1.81072 -4.10326 1.64132
H 1.84909 -5.38685 -0.50283
H 0.79770 -4.31104 -2.53565
Se -0.05397 2.92098 0.67444
Se -1.87772 2.85547 -2.25289
C -0.08538 3.17320 -2.71980
C 0.34364 4.39133 -3.25086
C 1.66324 4.51764 -3.62135
C 2.51272 3.42129 -3.49485
C 2.00227 2.25996 -2.95157
N 0.74416 2.13859 -2.53293
C -1.68258 2.22472 1.26346
C -2.55407 2.99343 2.03871
C -3.72171 2.42704 2.48608
C -3.98350 1.09220 2.18205
C -3.07881 0.40993 1.39677
N -1.95785 0.95453 0.91628
H -0.36765 5.19666 -3.35292
H 2.02904 5.44609 -4.03514
H 3.54241 3.47281 -3.81333
H 2.60673 1.36214 -2.86520
H -2.28785 4.01623 2.25001
H -4.42590 3.00334 3.06639
H -4.87493 0.60077 2.53728
H -3.25114 -0.62692 1.12572
O 1.98727 0.45993 -0.19719
N 2.78532 1.16587 0.53006
C 3.85596 1.74458 -0.05603
C 4.75420 2.51737 0.63502
C 4.58042 2.70992 2.00113
C 3.50601 2.09767 2.60650
C 2.61398 1.32855 1.86445
S 1.22326 0.73746 2.75978
H 3.92971 1.57377 -1.11819
H 5.57853 2.97251 0.10982
H 5.26412 3.32307 2.56527
H 3.30230 2.21221 3.65922
F -3.95088 -2.98986 5.04954
C -2.84351 -2.70653 4.34043
C -2.76499 -3.11734 3.02147
C -1.62370 -2.83185 2.29372
C -0.57324 -2.14108 2.88426
C -0.68544 -1.72093 4.20746
C -1.81879 -2.00312 4.94623
H -3.59079 -3.65027 2.57796
H -1.56546 -3.13874 1.26135
H 0.09801 -1.13889 4.67417
H -1.91319 -1.67473 5.96974
N -3.93096 0.50515 -3.50718
N -3.64763 -0.43235 -2.60102
N -4.30426 -1.55170 -2.51607
C -3.64048 -2.19560 -1.56547
N -2.63406 -1.47431 -1.08882
N -2.65627 -0.34399 -1.75723
H -4.92162 0.64415 -3.65606
H -3.36928 1.35142 -3.37614
H -3.89679 -3.18059 -1.23995

***

[3]
Below is C41H44ClN2NdP2S as an isolated structure at a distorted geometry, with properties calculated with ωB97M-V/def2-TZVPD.

Results
E (eV): -103409.387
HOMO (spin up / spin down) (eV): -12.55 / -12.50
HOMO-LUMO gap (spin up / spin down) (eV): 7.017 / 7.114
⟨S²⟩: 3.757
2S+1: 4
ΔE to the lowest compared entry with this formula, charge and spin (kcal per mole): 64.52
Net charge: +2
LUMO level (spin up / spin down) (eV): -5.53 / -5.39

Cartesian coordinates (Å):
Nd 0.63167 -0.61115 -0.71633
Cl 1.86857 -2.27336 -2.02476
P 2.76508 0.15011 0.53038
P -1.60832 -1.24050 -1.84222
C 2.49655 1.13207 1.94582
C 3.68555 1.05353 -0.68143
C 3.54603 -1.39533 0.94618
C -2.04161 -2.88803 -1.39814
C -2.92585 -0.14498 -1.50070
C -1.10089 -1.11826 -3.55553
C 2.92886 0.64464 3.17798
C 2.83787 1.46931 4.28709
C 2.31473 2.75915 4.17473
C 1.86847 3.22312 2.93205
C 1.95222 2.41570 1.81266
H 3.33966 -0.35798 3.25151
H 3.18661 1.10237 5.25042
H 2.25153 3.40309 5.05312
H 1.45978 4.22890 2.83828
H 1.60270 2.76892 0.84370
C 2.85683 -2.38826 1.66499
C 3.56980 -3.49017 2.12591
C 4.93410 -3.61507 1.84952
C 5.59044 -2.62705 1.10903
C 4.90350 -1.51359 0.65065
H 1.78374 -2.28688 1.85533
H 3.05204 -4.26223 2.69498
H 5.48562 -4.48626 2.20288
H 6.64959 -2.72492 0.88350
H 5.39595 -0.73942 0.06731
C 4.62646 1.92018 -0.12711
C 5.46725 2.62931 -0.97009
C 5.37383 2.47756 -2.35768
C 4.42426 1.60856 -2.90122
C 3.56641 0.89254 -2.07189
H 4.67974 2.03917 0.95190
H 6.20187 3.30542 -0.53924
H 6.04029 3.04011 -3.01151
H 4.34867 1.48722 -3.98238
H 2.82888 0.20147 -2.49110
C -3.44290 0.62277 -2.54158
C -4.56792 1.39559 -2.30236
C -5.16443 1.41397 -1.03912
C -4.61837 0.65011 -0.00110
C -3.50041 -0.13093 -0.22383
H -2.97297 0.59671 -3.52115
H -4.98799 1.98878 -3.11264
H -6.05282 2.02289 -0.86000
H -5.08219 0.65702 0.98547
H -3.07166 -0.72643 0.58060
C -1.14259 -3.85873 -0.92985
C -1.61403 -5.14616 -0.69938
C -2.95893 -5.45869 -0.91732
C -3.83868 -4.47123 -1.37184
C -3.38646 -3.18316 -1.61353
H -0.09124 -3.61013 -0.77271
H -0.92557 -5.91388 -0.34425
H -3.32437 -6.46838 -0.73040
H -4.88758 -4.70475 -1.54004
H -4.06422 -2.40468 -1.95439
C -1.65155 -2.05548 -4.42702
C -1.39947 -1.93291 -5.78516
C -0.60591 -0.88871 -6.27163
C -0.05228 0.03918 -5.38665
C -0.28354 -0.07038 -4.01702
H -2.25777 -2.86572 -4.03015
H -1.82486 -2.66188 -6.47015
H -0.41398 -0.80532 -7.34121
H 0.57283 0.85132 -5.75921
H 0.16549 0.63904 -3.30831
H 2.28872 -5.14478 -1.02781
H 2.56688 -4.90400 -1.68870
C -2.59893 1.80235 5.15923
C -1.41011 2.05990 4.26808
N -1.46791 1.15804 3.13585
C -1.57936 1.59835 1.88285
S -0.68512 0.67821 0.83897
N -2.22694 2.60622 1.27985
C -3.28168 3.31138 1.94051
C -3.97239 4.28765 1.01479
H -3.53768 1.96904 4.62453
H -2.55220 2.48878 6.00686
H -2.58169 0.77680 5.53616
H -1.36201 3.08623 3.89727
H -0.47540 1.88186 4.80846
H -1.10936 0.20373 3.32291
H -2.09345 2.76137 0.26812
H -4.00013 2.57766 2.33218
H -2.84688 3.87555 2.77525
H -4.43997 3.77456 0.17383
H -4.75758 4.80415 1.58122
H -3.26895 5.03813 0.64692

***

[4]
Below is an isolated ion of composition C5H8BrN2 and charge +1 at a distorted geometry, with properties calculated with ωB97M-V/def2-TZVPD.

Results
E (eV): -78327.715
HOMO (eV): -12.97
HOMO-LUMO gap (eV): 7.572
ΔE to the lowest compared entry with this formula, charge and spin (kcal per mole): 89.40
Net charge: +1
LUMO level (eV): -5.40
Structure (SMILES): C=C/[N+](=C\Br)C(=C)N

Cartesian coordinates (Å):
C 0.71055 2.14457 0.82841
C 0.19754 0.91763 0.88592
N -0.28906 0.32170 -0.25376
C -0.74955 0.78078 -1.38115
Br -1.52433 2.46448 -1.32467
C -0.04189 -1.28394 -0.13808
C -1.08533 -2.04628 0.13710
N 1.27092 -1.46668 -0.19628
H 1.10662 2.59445 1.76096
H 0.76353 2.84695 0.00464
H 0.22681 0.26164 1.83020
H -0.97362 0.19156 -2.28928
H -1.01022 -2.99621 0.58255
H -2.13946 -1.72593 0.01616
H 1.85346 -0.64048 -0.25523
H 1.68402 -2.36424 -0.20750